Entry 1:
DFT (the ωB97M-V functional and the def2-TZVPD basis) results for C42H56N6OOsP2Si2 as an isolated structure.

Each line ends with the Löwdin spin population.
Geometry (Å):
Os  -0.063  -0.134  -0.843  2.68
C  4.756  0.208  1.198  0.01
Si  3.596  0.642  -0.221  0.02
C  3.641  -0.680  -1.587  0.01
C  4.056  2.356  -0.871  0.00
N  1.906  0.741  0.279  0.20
P  1.344  0.187  1.684  0.07
C  -0.357  -0.114  1.198  0.48
P  -1.468  1.282  1.080  0.08
N  -1.072  1.657  -0.468  0.14
Si  -2.182  2.410  -1.653  0.02
C  -3.022  0.981  -2.584  0.02
C  -1.175  3.486  -2.820  0.00
C  -3.436  3.477  -0.746  0.00
C  -3.158  0.641  1.208  0.01
C  -4.173  1.319  1.879  0.00
C  -5.452  0.785  1.915  0.00
C  -5.726  -0.416  1.278  0.00
C  -4.719  -1.091  0.600  0.00
C  -3.439  -0.569  0.570  0.01
C  -1.377  2.648  2.232  0.01
C  -0.979  3.912  1.812  0.00
C  -1.009  4.965  2.711  0.00
C  -1.424  4.752  4.017  0.00
C  -1.795  3.481  4.441  0.00
C  -1.769  2.422  3.551  0.00
C  2.057  -1.427  2.121  0.01
C  2.739  -1.677  3.309  0.00
C  3.316  -2.920  3.527  0.00
C  3.228  -3.909  2.560  0.00
C  2.560  -3.661  1.368  0.00
C  1.976  -2.426  1.150  0.00
C  1.677  1.253  3.094  0.00
C  1.345  0.845  4.386  0.00
C  1.757  1.603  5.468  0.00
C  2.476  2.773  5.261  0.00
C  2.777  3.196  3.975  0.00
C  2.382  2.434  2.886  0.00
H  5.740  0.649  1.028  0.00
H  4.886  -0.871  1.303  0.00
H  4.391  0.593  2.152  0.00
H  4.073  -0.305  -2.518  0.00
H  2.631  -1.032  -1.809  0.00
H  4.230  -1.546  -1.280  0.00
H  4.888  2.284  -1.576  0.00
H  4.384  3.002  -0.053  0.00
H  3.227  2.861  -1.369  0.00
H  -2.528  0.030  -2.364  0.01
H  -2.995  1.131  -3.666  0.00
H  -4.069  0.879  -2.295  0.00
H  -0.178  3.100  -3.017  0.00
H  -1.067  4.495  -2.417  0.00
H  -1.697  3.577  -3.776  0.00
H  -4.275  2.887  -0.378  0.00
H  -3.836  4.228  -1.431  0.00
H  -2.995  4.010  0.098  0.00
H  -3.971  2.264  2.366  0.00
H  -6.238  1.311  2.440  0.00
H  -6.726  -0.826  1.311  0.00
H  -4.941  -2.022  0.094  0.00
H  -2.642  -1.098  0.060  0.01
H  -0.670  4.057  0.783  0.00
H  -0.716  5.957  2.392  0.00
H  -1.459  5.581  4.712  0.00
H  -2.110  3.322  5.463  0.00
H  -2.074  1.429  3.862  0.00
H  2.842  -0.903  4.056  0.00
H  3.846  -3.111  4.451  0.00
H  3.686  -4.874  2.731  0.00
H  2.508  -4.430  0.607  0.00
H  1.461  -2.226  0.220  0.00
H  0.787  -0.073  4.539  0.00
H  1.526  1.281  6.475  0.00
H  2.804  3.358  6.110  0.00
H  3.330  4.113  3.820  0.00
H  2.625  2.727  1.871  0.00
C  -1.488  -3.429  0.956  0.01
N  -1.326  -4.067  -0.341  0.01
C  -1.901  -5.405  -0.461  0.00
C  -1.164  -6.205  -1.513  0.00
C  -1.167  -5.404  -2.800  0.00
N  -0.617  -4.072  -2.556  0.01
C  0.108  -3.466  -3.662  0.00
C  -0.706  -3.451  -1.360  0.01
O  -0.192  -2.305  -1.193  0.07
H  -1.008  -4.030  1.730  0.00
H  -2.550  -3.341  1.197  0.00
H  -1.038  -2.441  0.955  0.01
H  -2.963  -5.327  -0.719  0.00
H  -1.828  -5.893  0.510  0.00
H  -1.650  -7.168  -1.662  0.00
H  -0.134  -6.380  -1.196  0.00
H  -2.184  -5.321  -3.196  0.00
H  -0.551  -5.886  -3.558  0.00
H  0.901  -4.134  -4.000  0.00
H  0.552  -2.534  -3.335  0.00
H  -0.567  -3.278  -4.500  0.00
N  1.581  1.499  -6.759  0.01
C  1.204  1.140  -5.526  0.01
C  0.093  0.299  -5.303  0.00
C  -0.250  -0.052  -4.027  0.01
N  0.420  0.363  -2.934  0.03
C  1.465  1.191  -3.141  0.01
C  1.886  1.592  -4.378  0.00
H  1.086  1.171  -7.569  0.00
H  2.392  2.073  -6.908  0.00
H  -0.491  -0.075  -6.133  0.00
H  -1.099  -0.701  -3.860  0.00
H  1.974  1.538  -2.254  0.00
H  2.734  2.258  -4.468  0.00

The multiplicity is 5. As for the total charge: +2.

=====

Entry 2:
DFT (the ωB97M-V functional and the def2-TZVPD basis) results for a 14-piece molecular cluster, C42H56O42 overall.

Each line ends with the Löwdin charge.
Geometry (Å):
C  -3.668  2.156  2.560  -0.07
C  -2.351  2.893  2.756  -0.08
O  -1.915  3.110  1.363  0.01
C  -2.541  2.200  0.558  -0.54
O  -2.325  1.987  -0.609  0.14
O  -3.561  1.590  1.219  0.05
H  -4.522  2.834  2.499  0.14
H  -3.787  1.330  3.261  0.12
H  -1.635  2.224  3.198  0.09
H  -2.342  3.912  3.197  0.15
C  -0.583  5.884  0.950  -0.11
C  -0.411  5.258  -0.405  -0.12
O  -0.079  6.375  -1.246  0.05
C  -0.780  7.453  -0.715  -0.55
O  -0.983  8.439  -1.279  0.21
O  -1.175  7.134  0.568  0.06
H  0.354  6.031  1.488  0.12
H  -1.256  5.272  1.505  0.10
H  -1.337  4.832  -0.752  0.13
H  0.363  4.521  -0.372  0.09
C  -4.829  -0.577  -1.447  -0.10
C  -5.216  -1.200  -2.749  -0.15
O  -5.990  -0.234  -3.394  0.08
C  -6.522  0.475  -2.370  -0.53
O  -7.404  1.350  -2.562  0.08
O  -5.958  0.271  -1.185  0.08
H  -3.936  0.085  -1.404  0.13
H  -4.724  -1.336  -0.675  0.12
H  -5.865  -2.060  -2.544  0.14
H  -4.357  -1.526  -3.383  0.12
C  -0.551  -5.130  -1.481  -0.13
C  0.382  -4.970  -2.651  -0.06
O  -0.241  -3.933  -3.526  0.06
C  -1.026  -3.270  -2.656  -0.50
O  -1.623  -2.260  -2.912  0.14
O  -1.115  -3.825  -1.356  0.02
H  0.045  -5.361  -0.609  0.13
H  -1.400  -5.788  -1.587  0.14
H  0.394  -5.774  -3.421  0.15
H  1.446  -4.694  -2.490  0.14
C  4.520  -0.047  2.502  -0.04
C  4.671  0.278  1.001  -0.06
O  3.500  -0.350  0.407  0.02
C  2.913  -1.201  1.337  -0.48
O  2.002  -1.990  1.091  0.10
O  3.475  -1.081  2.545  0.06
H  4.232  0.800  3.101  0.12
H  5.401  -0.493  2.978  0.13
H  5.619  -0.064  0.545  0.15
H  4.583  1.348  0.832  0.09
C  -2.038  -3.434  2.688  -0.15
C  -1.645  -4.748  2.146  -0.10
O  -2.375  -4.947  0.923  0.06
C  -3.323  -4.001  0.885  -0.55
O  -4.167  -3.919  0.034  0.15
O  -3.105  -3.080  1.866  0.07
H  -1.340  -2.607  2.630  0.11
H  -2.376  -3.416  3.698  0.13
H  -1.982  -5.581  2.785  0.15
H  -0.598  -4.747  1.916  0.11
C  2.499  4.797  3.956  -0.10
C  1.784  3.986  2.880  -0.14
O  0.471  3.732  3.361  0.06
C  0.555  4.012  4.685  -0.52
O  -0.391  3.870  5.442  0.12
O  1.705  4.589  5.134  0.08
H  2.585  5.848  3.739  0.13
H  3.513  4.413  4.030  0.12
H  2.287  3.042  2.636  0.11
H  1.704  4.549  1.922  0.11
C  1.719  -3.896  3.358  -0.05
C  2.856  -4.695  4.034  -0.10
O  2.276  -5.965  4.300  0.06
C  0.925  -5.806  4.306  -0.56
O  0.157  -6.673  4.681  0.13
O  0.555  -4.532  4.075  0.03
H  1.524  -3.976  2.305  0.10
H  1.717  -2.864  3.621  0.11
H  3.174  -4.278  4.986  0.14
H  3.639  -4.851  3.308  0.13
C  3.460  0.240  -2.394  -0.12
C  2.618  -1.043  -2.457  -0.03
O  1.462  -0.602  -3.256  0.05
C  1.716  0.581  -3.807  -0.51
O  0.947  1.132  -4.578  0.13
O  3.023  1.018  -3.506  0.03
H  4.518  0.139  -2.516  0.14
H  3.224  0.786  -1.508  0.08
H  2.208  -1.256  -1.494  0.09
H  3.132  -1.813  -2.977  0.08
C  1.435  -3.252  -6.312  -0.09
C  2.149  -1.908  -6.479  -0.09
O  3.190  -2.028  -5.531  0.06
C  3.139  -3.181  -4.822  -0.54
O  3.836  -3.388  -3.869  0.13
O  2.148  -3.990  -5.314  0.06
H  1.421  -3.884  -7.193  0.14
H  0.433  -3.059  -5.983  0.09
H  1.495  -1.071  -6.225  0.11
H  2.563  -1.803  -7.501  0.14
C  -2.576  -0.314  -5.152  -0.10
C  -1.292  -0.820  -5.709  -0.16
O  -1.643  -2.019  -6.363  0.05
C  -2.992  -2.091  -6.504  -0.54
O  -3.574  -2.918  -7.159  0.15
O  -3.591  -1.075  -5.855  0.07
H  -2.815  0.730  -5.338  0.14
H  -2.591  -0.500  -4.109  0.08
H  -0.624  -1.022  -4.878  0.10
H  -0.793  -0.102  -6.352  0.13
C  -3.044  0.561  7.190  -0.11
C  -2.560  1.842  6.573  -0.11
O  -2.236  1.443  5.234  0.02
C  -1.908  0.139  5.330  -0.50
O  -1.426  -0.495  4.375  0.10
O  -2.286  -0.445  6.501  0.09
H  -4.101  0.390  7.001  0.14
H  -2.963  0.528  8.236  0.12
H  -1.623  2.126  7.043  0.13
H  -3.188  2.730  6.609  0.15
C  -0.147  -0.483  -0.506  -0.06
C  -0.420  -0.250  1.030  -0.11
O  0.267  0.943  1.340  0.05
C  0.919  1.432  0.211  -0.46
O  1.487  2.516  0.191  0.12
O  0.690  0.645  -0.871  0.06
H  -1.149  -0.420  -1.002  0.13
H  0.331  -1.437  -0.745  0.10
H  0.062  -1.034  1.613  0.10
H  -1.449  -0.244  1.347  0.12
C  3.325  4.693  -1.427  -0.07
C  4.253  3.543  -1.715  -0.12
O  4.542  2.926  -0.491  0.03
C  4.193  3.857  0.452  -0.56
O  4.438  3.693  1.631  0.12
O  3.546  4.906  -0.025  0.08
H  2.277  4.392  -1.541  0.12
H  3.496  5.654  -1.906  0.14
H  5.156  3.843  -2.243  0.14
H  3.694  2.825  -2.311  0.11

=====

Entry 3:
DFT (the ωB97M-V functional and the def2-TZVPD basis) results for C42H57BCl2KN9O3S2Si as an isolated structure.

Each line ends with the Löwdin spin population.
Geometry (Å):
K  0.534  -0.913  -1.026  0.03
C  4.593  -2.024  -3.003  0.00
C  4.540  -1.456  -1.621  0.00
C  5.388  -0.497  -1.027  0.00
C  4.895  -0.356  0.247  0.00
N  3.849  -1.197  0.393  0.00
N  3.613  -1.857  -0.765  0.00
B  2.922  -1.169  1.643  0.00
N  2.339  0.271  1.686  0.00
C  2.448  1.188  2.669  0.00
C  2.180  2.422  2.134  0.00
C  1.905  2.176  0.776  0.00
C  1.584  3.180  -0.282  0.00
N  1.997  0.880  0.509  0.00
N  1.859  -2.318  1.645  0.00
C  1.540  -3.069  2.724  0.00
C  0.775  -4.127  2.307  0.00
C  0.670  -3.953  0.916  0.00
C  0.011  -4.854  -0.076  0.00
N  1.313  -2.864  0.525  0.00
N  3.840  -1.427  2.873  0.00
C  5.003  -2.109  2.866  0.00
C  5.407  -2.284  4.170  0.00
C  4.395  -1.671  4.932  0.00
C  4.298  -1.537  6.419  0.00
N  3.454  -1.170  4.147  0.00
H  5.453  -2.685  -3.129  0.00
H  4.669  -1.235  -3.755  0.00
H  3.689  -2.603  -3.195  0.00
H  6.222  0.022  -1.470  0.00
H  5.203  0.288  1.055  0.00
H  2.705  0.891  3.670  0.00
H  2.176  3.369  2.645  0.00
H  1.587  4.184  0.144  0.00
H  0.599  2.992  -0.716  0.00
H  2.328  3.156  -1.082  0.00
H  1.882  -2.795  3.707  0.00
H  0.353  -4.911  2.914  0.00
H  0.504  -5.828  -0.096  0.00
H  0.081  -4.430  -1.076  0.00
H  -1.041  -5.022  0.165  0.00
H  5.453  -2.430  1.942  0.00
H  6.297  -2.776  4.523  0.00
H  5.064  -2.139  6.909  0.00
H  3.322  -1.867  6.776  0.00
H  4.430  -0.501  6.733  0.00
S  1.454  -1.165  -6.140  0.00
C  2.440  0.063  -5.416  0.00
C  3.383  0.902  -6.004  0.00
C  4.057  1.785  -5.182  0.00
C  3.804  1.836  -3.804  0.00
C  2.872  1.006  -3.221  0.00
C  2.184  0.113  -4.043  0.00
N  1.248  -0.805  -3.597  0.00
C  0.796  -1.527  -4.559  0.02
C  -0.212  -2.584  -4.355  0.09
C  -0.623  -3.436  -5.385  0.03
C  -1.588  -4.405  -5.159  -0.02
C  -2.164  -4.549  -3.902  0.04
C  -1.775  -3.716  -2.854  0.09
C  -0.817  -2.785  -3.133  0.68
H  3.585  0.864  -7.066  0.00
H  4.795  2.449  -5.612  0.00
H  4.356  2.531  -3.185  0.00
H  2.684  1.021  -2.153  0.00
H  -0.179  -3.332  -6.369  0.01
H  -1.897  -5.050  -5.970  0.00
H  -2.926  -5.299  -3.730  0.01
H  -2.227  -3.797  -1.875  0.01
C  -2.218  -1.901  1.756  0.00
C  -2.211  -0.415  2.096  0.00
C  -0.946  -0.070  2.875  0.00
C  -3.454  -0.034  2.890  0.00
O  -2.183  0.235  0.828  0.00
Si  -2.435  1.812  0.349  0.00
S  -1.643  2.047  -1.513  0.00
O  -1.760  2.725  1.565  0.00
C  -2.027  4.066  1.964  0.00
C  -3.181  4.064  2.964  0.00
C  -0.759  4.566  2.643  0.00
C  -2.346  4.959  0.766  0.00
O  -4.043  2.201  0.568  0.00
C  -5.275  2.124  -0.127  0.00
C  -5.826  0.704  -0.035  0.00
C  -6.220  3.088  0.587  0.00
C  -5.112  2.544  -1.582  0.00
H  -2.130  -2.527  2.647  0.00
H  -1.356  -2.091  1.117  0.00
H  -3.131  -2.165  1.215  0.00
H  -0.924  -0.609  3.826  0.00
H  -0.895  1.002  3.063  0.00
H  -0.063  -0.353  2.302  0.00
H  -3.442  -0.529  3.864  0.00
H  -4.355  -0.335  2.355  0.00
H  -3.493  1.044  3.047  0.00
H  -2.913  3.466  3.839  0.00
H  -4.068  3.633  2.503  0.00
H  -3.406  5.082  3.294  0.00
H  -0.466  3.879  3.438  0.00
H  -0.917  5.561  3.067  0.00
H  0.054  4.616  1.919  0.00
H  -3.314  4.705  0.336  0.00
H  -1.591  4.823  -0.010  0.00
H  -2.361  6.008  1.075  0.00
H  -6.048  0.452  1.003  0.00
H  -5.095  -0.008  -0.420  0.00
H  -6.744  0.610  -0.621  0.00
H  -6.334  2.796  1.633  0.00
H  -7.205  3.088  0.113  0.00
H  -5.817  4.101  0.554  0.00
H  -4.425  1.882  -2.102  0.00
H  -4.697  3.551  -1.641  0.00
H  -6.084  2.526  -2.083  0.00
Cl  -4.733  -0.042  -4.442  0.00
C  -3.205  -0.377  -3.593  0.00
Cl  -3.453  -1.010  -1.970  0.01
H  -2.662  0.559  -3.476  0.00
H  -2.667  -1.115  -4.178  0.00

The multiplicity is 2. As for the total charge: -1.

=====

Table of energy relative to the best compared isomer or geometry (same formula, charge and spin) (kcal/mol), in record order: 3.4, 24.9, 20.3